47
Properties=species:S:1:pos:R:3:forces:R:3:mulliken_charge:R:1 method="wB97M-V/def2-TZVPD" spin_multiplicity=3 charge=+2 s_squared=2.035 lumo_ev="-9.49 / -11.23" homo_ev="-15.1 / -15.2" homo_lumo_gap_ev="5.64 / 3.92" largest_force_ev_per_a=11.39
C -2.74571 0.38034 -3.22299 0.096 0.160 -0.010 -0.814
C -2.54871 -0.84786 -2.57749 -1.014 0.565 -1.557 -0.637
C -1.84581 -0.91446 -1.35779 1.220 -0.398 2.149 0.250
C -1.32501 0.25654 -0.75699 0.246 1.406 -1.752 0.421
C -1.50261 1.48634 -1.44839 0.917 -0.111 1.673 0.737
C -2.21091 1.54894 -2.66239 -1.237 -0.318 -1.599 -0.656
C -1.62721 -2.24466 -0.66859 -0.441 -0.007 -0.586 -0.977
C -0.16471 -2.71596 -0.49159 0.741 -0.465 -0.060 -0.785
N 0.88179 -1.66126 -0.24089 -0.469 -0.297 -0.761 -0.174
W 0.06359 0.17234 0.87611 -3.533 -8.390 0.863 1.428
C -0.80531 2.70754 -0.87579 -0.310 -0.280 -0.390 -1.225
P 0.85409 2.08184 -0.30389 1.629 3.510 -0.931 0.465
H -2.94471 -1.76826 -3.02549 0.128 0.399 0.211 0.485
H -2.33471 2.50954 -3.17769 0.011 -0.412 0.193 0.496
H -3.29821 0.42494 -4.16789 0.264 -0.024 0.418 0.432
H -1.32161 3.08094 0.02951 0.026 -0.223 -0.349 0.452
H -0.71821 3.54084 -1.59589 0.010 -0.353 0.306 0.566
H -2.08251 -2.18636 0.33131 0.017 0.119 -0.202 0.323
H -2.15331 -3.04886 -1.21349 0.203 0.372 0.237 0.578
H -0.13151 -3.41056 0.36251 -0.198 0.315 -0.377 0.416
C 1.58249 3.42594 0.72381 -0.196 -0.127 0.130 -1.097
C 1.85469 2.17144 -1.85939 -0.203 -0.459 0.009 -1.384
H 0.16389 -3.28676 -1.38249 -0.232 0.251 0.362 0.510
C 1.43869 -1.22596 -1.54459 0.232 -0.153 -0.223 -1.186
C 1.97519 -2.25616 0.56841 0.403 -0.133 0.407 -1.058
H -0.60801 1.31474 1.70901 -1.345 2.719 1.031 0.055
H 1.92979 -2.07856 -2.05689 -0.221 0.441 0.213 0.476
H 0.62469 -0.83946 -2.17459 0.396 -0.138 0.099 0.388
H 2.17969 -0.43416 -1.36769 -0.151 -0.309 -0.168 0.432
H 2.50779 -3.00196 -0.03879 -0.041 0.150 0.176 0.389
H 2.68299 -1.47146 0.90721 -0.392 -0.519 -0.286 0.330
H 1.53649 -2.76346 1.43981 0.249 0.308 -0.237 0.383
H 1.87169 3.20694 -2.24289 -0.077 -0.411 0.334 0.463
H 2.88919 1.83824 -1.67269 -0.411 0.143 -0.047 0.447
H 1.39429 1.51584 -2.61589 0.271 0.244 0.167 0.347
H 1.73409 4.34924 0.13771 -0.097 -0.459 0.179 0.440
H 0.90329 3.62534 1.56831 0.274 -0.045 -0.279 0.393
H 2.54879 3.08564 1.13211 -0.358 0.109 -0.211 0.397
H 1.23149 0.15404 2.03891 2.613 1.184 0.809 0.102
C 0.49389 -0.76156 4.73971 1.517 -0.016 -0.526 -0.822
S -0.90101 -0.85916 3.58001 -10.876 -1.023 3.241 1.044
O -1.89981 -1.89056 4.12401 4.762 1.592 -1.699 -0.591
O -1.80101 0.38414 3.56841 4.681 -1.792 -1.048 -0.584
O -0.69211 -1.36346 1.94471 2.338 2.949 1.150 -0.668
H 0.13169 -0.36696 5.71131 -0.500 -0.190 -0.891 0.388
H 1.28059 -0.08706 4.34761 -0.508 -0.377 0.155 0.283
H 0.90809 -1.77686 4.90271 -0.434 0.494 -0.324 0.345